ORCA calculation (ωB97M-V/def2-TZVPD) on a structure of composition C10H34BKO10 in a non-equilibrium geometry.

Summary:
- HOMO energy (spin up / spin down) (eV) = -11.993 / -11.993
- energy (eV) = -48383.4711
- LUMO level (spin up / spin down) (eV) = -2.85 / -9.05
- orbital gap (spin up / spin down) (eV) = 9.14 / 2.95
- expectation value of S² = 0.756
- strongest force on any atom (eV/A) = 4.04

Structure (ORCA input):
```
! RIJCOSX wB97M-V def2-TZVPD def2/J DEFGRID3
* xyz 1 2
H -22.000 -0.205 16.844
H -20.910 1.860 18.328
H -16.788 -2.470 16.429
C -20.144 4.329 19.377
H -21.532 -2.375 17.420
H -21.901 -2.287 15.679
H -19.513 -0.409 17.944
K -18.308 3.161 15.844
O -24.808 3.324 16.024
H -23.176 1.541 14.754
H -19.337 4.962 19.743
C -23.362 -3.217 17.002
C -19.788 2.870 19.650
H -20.758 1.822 16.824
H -22.060 -0.077 11.600
C -22.282 -2.093 16.682
H -20.977 5.051 17.830
H -25.170 -2.573 16.500
O -20.968 2.131 19.247
H -18.928 2.583 19.046
O -19.224 -2.531 11.200
C -22.869 2.587 14.785
H -19.892 -2.314 10.544
O -17.803 -0.872 15.672
O -24.473 -3.136 16.158
H -20.191 -0.186 13.293
H -22.860 -4.179 16.903
H -18.489 -0.630 11.285
H -18.344 -1.487 12.798
H -19.563 2.774 20.712
H -19.156 1.201 17.136
C -20.378 -0.866 12.462
C -17.693 -1.895 16.625
H -23.740 -3.053 18.011
H -18.584 -0.347 15.860
O -21.444 2.729 14.652
O -20.173 4.559 18.011
C -19.003 -1.328 11.945
H -17.179 -0.411 18.177
H -20.959 -1.696 12.863
O -21.110 -0.075 11.463
H -23.353 3.058 13.929
O -22.718 -0.835 16.941
H -18.541 -2.570 16.504
H -21.057 4.583 19.915
H -23.043 4.046 16.456
B -20.093 0.992 16.643
H -23.190 2.480 16.985
H -20.622 0.132 17.025
C -23.463 3.095 16.128
H -19.949 0.791 15.593
H -25.208 3.366 16.895
H -21.046 2.111 15.270
C -17.732 -1.343 18.056
H -17.222 -2.014 18.747
O -19.134 -1.143 18.432
*
```

Atomic partial charges in e from the Löwdin method, atoms 1 to 8: atom 1 (H): 0.0544, atom 2 (H): -0.0117, atom 3 (H): 0.1283, atom 4 (C): -0.2618, atom 5 (H): 0.1634, atom 6 (H): 0.1432, atom 7 (H): -0.0148, atom 8 (K): 0.9319